[1]
34
Properties=species:S:1:pos:R:3:forces:R:3:nbo_charge:R:1 method="wB97M-V/def2-TZVPD" e_homo_ev=-7.754 e_lumo_ev=0.93 smiles=Cc1c[nH]c2ccccc12.Cc1ccccc1 total_charge=0 relative_energy_kj_mol=44.00
C 1.6831 3.8481 -0.8867 -0.18 -0.24 -0.67 -0.629
C 2.6765 1.6303 1.9930 0.94 -0.16 -0.31 -0.202
C 2.2192 2.6900 1.2367 -0.48 0.39 0.24 -0.217
C 3.2474 0.5416 1.3282 -0.28 0.59 0.77 -0.217
C 2.3029 2.6975 -0.1512 0.07 0.26 0.30 -0.006
C 3.3544 0.5470 -0.0519 0.58 -0.65 1.00 -0.203
C 2.9407 1.6451 -0.7870 -0.17 -0.32 -0.30 -0.231
H 2.7887 1.6949 3.0686 -0.49 -0.02 0.02 0.213
H 1.7723 3.5701 1.6993 0.11 -0.23 0.13 0.205
H 3.6720 -0.2539 1.9376 -0.15 -0.05 -0.34 0.210
H 3.8463 -0.3589 -0.3912 -0.06 0.37 -0.94 0.216
H 2.1351 4.0042 -1.8618 0.24 -0.01 -0.12 0.214
H 1.7405 4.7901 -0.3484 -0.08 -0.03 0.18 0.218
H 3.0933 1.6790 -1.8557 -0.07 -0.06 -0.16 0.212
H 0.6345 3.6101 -1.1069 0.05 0.20 0.21 0.219
C -3.7868 0.7249 -0.5519 -0.13 0.30 0.22 -0.629
C -1.8715 -1.0496 -0.3721 -0.38 0.17 0.47 -0.121
C -3.2029 -0.5662 -0.0705 -0.21 0.12 -1.02 -0.084
C -1.8246 -2.3946 0.0293 0.48 -0.36 0.52 0.204
C -3.8835 -1.6082 0.4537 0.42 -1.15 0.63 -0.032
C 0.4334 -1.1690 -0.9692 -0.16 0.20 -0.56 -0.239
C 0.4254 -2.5426 -0.7003 0.06 -0.18 1.23 -0.215
C -0.7143 -0.4153 -0.8246 0.12 -0.21 0.33 -0.183
C -0.6544 -3.1517 -0.0761 0.12 0.13 -0.85 -0.263
N -3.0290 -2.7002 0.6064 -0.40 0.30 -0.39 -0.549
H 1.3374 -0.6817 -1.3045 0.04 -0.09 0.00 0.216
H 1.3375 -3.1233 -0.7327 0.13 0.11 -0.36 0.207
H -0.6974 0.6607 -0.9175 0.03 0.09 -0.33 0.211
H -0.5553 -4.1912 0.2210 -0.29 0.13 0.10 0.212
H -4.7996 0.5988 -0.9413 0.03 -0.12 0.11 0.217
H -3.2017 1.1396 -1.3742 0.10 0.02 0.13 0.217
H -4.9019 -1.7821 0.7558 -0.18 0.50 -0.05 0.207
H -3.3236 -3.6018 0.9294 0.08 -0.06 -0.06 0.406
H -3.8480 1.4677 0.2486 0.10 0.07 -0.12 0.215

=====

[2]
68
Properties=species:S:1:pos:R:3:forces:R:3:nbo_charge:R:1 method="wB97M-V/def2-TZVPD" e_homo_ev=-12.698 e_lumo_ev=-7.65 total_charge=+2 relative_energy_kj_mol=85.38
Ir 0.1474 0.3780 -0.3133 0.07 -0.15 -0.02 0.001
O -0.5756 6.3617 -1.5071 0.00 -0.01 -0.01 -0.608
C -0.4099 5.0570 -1.3175 0.00 0.02 0.01 0.384
C 0.2465 4.2077 -2.2090 -0.01 -0.01 0.00 -0.316
C 0.3640 2.8782 -1.8885 -0.02 -0.03 -0.02 0.073
N -0.1181 2.3349 -0.7510 -0.05 0.06 0.03 -0.479
C -0.7778 3.1668 0.0747 0.04 0.03 -0.03 0.140
Br -1.5604 2.4158 1.6208 -0.02 0.03 0.00 0.124
C -0.9448 4.5097 -0.1509 0.00 -0.01 0.00 -0.269
H -0.1847 6.6629 -2.3377 0.00 0.01 0.01 0.505
H 0.6618 4.5733 -3.1386 0.00 0.00 0.00 0.249
H 0.8636 2.1855 -2.5489 0.01 0.01 0.00 0.235
H -1.4792 5.1334 0.5500 0.00 0.00 0.00 0.263
O -2.2141 0.0985 -0.6351 -0.38 0.17 -0.57 -0.672
C -2.8633 -1.0614 -0.6627 -0.13 0.12 0.12 0.590
C 0.0252 -2.8176 -0.1392 0.23 0.03 -0.26 1.081
O -0.2040 -3.8674 -0.5443 -0.02 -0.03 0.14 -0.438
O 0.2546 -1.7485 0.2707 -0.29 0.03 0.07 -0.547
C -2.6339 -1.8829 -1.7947 0.32 -0.18 0.07 -0.160
C -1.6097 -1.5426 -2.7138 -0.06 -0.03 0.02 -0.132
C -1.3882 -2.3335 -3.8151 0.00 0.01 0.03 -0.210
C -2.1787 -3.4639 -4.0272 -0.02 -0.03 -0.03 -0.068
C -3.2033 -3.8025 -3.1483 0.03 0.01 -0.02 -0.219
C -3.4365 -3.0217 -2.0388 -0.07 0.08 -0.02 -0.109
C -3.7346 -1.3581 0.4517 -0.07 0.01 -0.05 -0.142
C -3.7825 -2.6521 0.9935 0.03 0.00 0.01 -0.155
C -4.5975 -2.9146 2.0788 0.02 0.02 -0.01 -0.202
C -5.3855 -1.9040 2.6138 -0.02 0.00 0.02 -0.112
C -5.3411 -0.6154 2.0888 0.02 0.00 0.01 -0.194
C -4.5050 -0.3345 1.0290 -0.02 0.02 0.01 -0.172
H -2.6575 0.7645 -0.0741 0.29 -0.19 0.51 0.541
H -0.9882 -0.6736 -2.5270 0.03 0.00 -0.02 0.243
H -0.6062 -2.0816 -4.5178 0.00 0.00 0.00 0.245
H -2.0038 -4.0794 -4.9004 0.00 0.00 0.00 0.247
H -3.8264 -4.6627 -3.3472 0.00 0.00 0.01 0.253
H -4.2721 -3.2491 -1.3944 -0.01 0.01 0.03 0.242
H -3.1341 -3.4269 0.6064 -0.04 -0.02 -0.04 0.232
H -4.6161 -3.9054 2.5106 0.00 0.00 0.00 0.250
H -6.0357 -2.1170 3.4518 0.00 0.00 0.00 0.248
H -5.9633 0.1634 2.5069 0.00 0.00 0.00 0.249
H -4.5094 0.6712 0.6202 -0.01 -0.02 -0.05 0.217
C 3.2899 1.4210 -1.2407 -0.02 0.00 -0.01 -0.972
P 2.2926 0.6375 0.0617 0.18 0.00 0.09 1.236
C 3.1313 -0.9548 0.2934 0.01 0.00 -0.01 -0.305
C 3.1452 -1.8502 -0.7801 -0.02 0.01 0.01 -0.241
C 3.7585 -3.0850 -0.6535 -0.01 0.00 -0.01 -0.211
C 4.3608 -3.4394 0.5495 0.00 0.01 0.01 -0.184
C 4.3521 -2.5547 1.6157 0.01 -0.01 -0.01 -0.182
C 3.7403 -1.3126 1.4906 0.00 0.02 0.00 -0.223
C 2.6032 1.6224 1.5474 -0.09 0.09 -0.02 -0.436
C 3.5032 2.6856 1.5701 0.04 -0.04 0.00 -0.130
C 3.6626 3.4425 2.7232 0.00 -0.01 0.02 -0.217
C 2.9292 3.1415 3.8605 0.01 0.00 -0.01 -0.172
C 2.0316 2.0808 3.8480 0.00 -0.01 0.00 -0.208
C 1.8627 1.3321 2.6959 0.02 -0.03 0.00 -0.191
H 4.3415 1.4103 -0.9548 0.00 -0.02 0.00 0.262
H 2.9790 2.4504 -1.4131 0.00 0.00 0.00 0.243
H 3.1778 0.8490 -2.1611 -0.01 0.02 -0.01 0.254
H 2.6745 -1.5763 -1.7197 0.01 -0.01 0.00 0.212
H 3.7774 -3.7693 -1.4917 0.00 0.00 0.00 0.230
H 4.8442 -4.4021 0.6485 0.00 0.00 0.00 0.235
H 4.8294 -2.8246 2.5481 0.00 0.00 0.00 0.233
H 3.7494 -0.6249 2.3261 0.00 0.00 0.00 0.233
H 4.0966 2.9304 0.6995 -0.01 0.01 -0.01 0.210
H 4.3673 4.2631 2.7326 0.00 0.00 0.00 0.233
H 3.0580 3.7306 4.7586 0.00 0.00 0.00 0.234
H 1.4629 1.8415 4.7368 0.00 0.00 0.00 0.229
H 1.1568 0.5088 2.6830 -0.02 0.02 -0.01 0.220

=====

[3]
18
Properties=species:S:1:pos:R:3:forces:R:3:nbo_charge:R:1 method="wB97M-V/def2-TZVPD" e_homo_ev=-9.329 e_lumo_ev=1.23 smiles="C=CCC.C=C" total_charge=0 relative_energy_kj_mol=193.46
C 2.3976 -0.8143 -0.3498 0.05 0.17 -0.07 -0.408
C 2.2346 0.4143 -0.8247 0.10 -0.18 0.05 -0.372
C -0.5043 1.9032 -0.2197 -0.15 -0.07 -0.02 -0.406
C -1.3236 0.8579 -0.2736 0.11 0.16 0.00 -0.161
C -1.6379 -0.0303 0.8975 0.01 0.04 0.07 -0.438
C -1.0053 -1.4145 0.7149 0.03 -0.09 -0.03 -0.604
H 0.0512 -1.3080 0.4484 -0.21 -0.05 0.11 0.217
H 2.7515 -0.9912 0.6632 -0.04 0.03 -0.15 0.195
H 2.1646 -1.6915 -0.9486 0.07 0.13 0.07 0.195
H 2.4445 1.2937 -0.2206 0.01 -0.15 -0.09 0.193
H 1.8704 0.5943 -1.8326 0.05 -0.04 0.14 0.195
H -0.2469 2.4845 -1.1018 -0.11 -0.09 0.12 0.198
H -0.0380 2.2061 0.7168 -0.10 -0.05 -0.12 0.189
H -1.7553 0.5656 -1.2327 0.05 0.06 0.12 0.192
H -1.2516 0.4340 1.8136 -0.06 -0.05 -0.14 0.201
H -2.7245 -0.1321 1.0210 0.16 0.04 -0.02 0.206
H -1.4953 -1.9719 -0.0918 0.05 0.08 0.10 0.201
H -1.0746 -2.0107 1.6309 -0.04 0.07 -0.14 0.208

=====

[4]
13
Properties=species:S:1:pos:R:3:forces:R:3:nbo_charge:R:1 method="wB97M-V/def2-TZVPD" e_homo_ev=-8.424 e_lumo_ev=0.82 smiles="C[C@H]1CSN=C1Cl" total_charge=0 relative_energy_kj_mol=65.60
C -2.2115 0.1868 -0.1434 0.59 -1.02 0.16 0.193
C -0.4230 -1.4110 0.0209 1.35 0.90 1.75 -0.594
C -0.7274 0.0354 -0.4504 0.82 -0.97 -0.81 -0.285
C 0.2072 0.9086 0.3689 -0.09 1.10 -2.29 -0.607
N -2.8940 -0.8635 0.0294 -0.23 0.51 0.16 -0.547
S -1.9674 -2.2551 0.0068 -0.70 -1.43 -0.71 0.456
Cl -2.9406 1.7087 0.0553 -0.16 0.68 -0.22 0.040
H 0.4850 -1.8255 -0.4286 -0.69 -0.32 -0.58 0.249
H -0.1050 -1.3725 1.1266 -0.50 0.25 -1.36 0.206
H -0.5652 0.1769 -1.6064 -0.27 -0.27 2.08 0.231
H 0.0019 0.8143 1.3837 -0.73 -0.12 1.88 0.209
H -0.1113 1.9258 0.0372 1.45 -0.22 0.50 0.226
H 1.2713 0.5653 0.2902 -0.83 0.91 -0.57 0.222

=====

[5]
14
Properties=species:S:1:pos:R:3:forces:R:3:nbo_charge:R:1 method="wB97M-V/def2-TZVPD" e_homo_ev=-8.353 e_lumo_ev=0.16 total_charge=0 relative_energy_kj_mol=565.20
C 2.0497 -1.4795 -0.0538 -1.07 -1.49 -0.79 -0.819
C 0.0707 0.5068 0.2223 0.16 -0.76 4.91 -0.178
C -0.7617 1.8122 -0.1116 1.69 -2.48 1.82 -0.119
C -2.0942 -0.0314 -0.1019 -2.47 -2.45 -1.47 0.503
H 1.3935 -2.5668 -0.7834 2.01 3.39 2.88 0.258
H 3.1176 -1.3875 -0.6232 -2.15 -0.78 2.32 0.258
H 1.8415 -1.4604 1.3121 1.15 -0.44 -4.50 0.260
H 0.5986 0.3168 1.2913 -1.59 1.57 -1.65 0.209
H -1.0308 2.0135 0.9440 0.65 2.02 -0.72 0.223
H -0.2472 2.5005 -0.8825 -1.46 -0.94 1.55 0.254
O -1.9466 1.1549 -0.5041 -1.61 4.63 -3.25 -0.472
O -1.0596 -0.4410 0.4755 4.35 -1.34 1.36 -0.482
S 1.4014 0.0878 -0.7274 1.20 -0.98 -2.58 0.285
S -3.3330 -1.0259 -0.4574 -0.85 0.05 0.11 -0.180